1.
63
Properties=species:S:1:pos:R:3 method="wB97M-V/def2-TZVPD" orbital_gap_ev=10.7909 e_lumo_ev=0.7733 multiplicity=1 smiles="CCCCCCCCCCC[C@@H](COCC)OC=O.COC(=O)OC"
C -5.2010 0.9095 0.4381
H -5.1110 1.1498 -0.6230
H 1.6254 -0.8913 -0.4059
H 5.9792 1.3049 -0.9194
H 8.2078 1.4509 2.9309
H -0.5100 -1.1436 -1.1522
H 3.9244 2.2256 -1.9100
O -5.5982 2.0627 1.1612
H -7.5728 1.7251 1.6779
C 7.1363 1.2692 2.9353
H 2.9813 1.7012 0.9168
H -4.7592 -1.3428 3.3804
H -7.4945 4.0334 2.2864
H -2.8116 1.2949 -0.6855
H 3.6441 0.3727 -0.0362
O -0.1557 -4.3066 -1.7177
H 1.6328 -6.0423 -5.0694
C -1.2835 -4.1294 -0.8590
O -2.8244 -0.7830 3.4360
H 6.6271 2.0823 3.4469
C -7.2321 3.8303 1.2520
H -3.4623 1.1143 1.7130
C -2.8102 0.3377 -0.1666
H -0.5815 0.5730 -1.5407
H -0.9767 -3.4350 -0.0816
C 3.1848 1.3596 -0.0989
H 5.0302 2.5602 1.5779
H 6.5951 3.1832 1.1112
H -8.0515 4.1552 0.6177
O -4.0201 -0.9043 1.5044
O 0.7496 -5.2122 -3.4511
H 7.4186 0.8437 0.8397
H -2.1219 -3.7044 -1.4084
H -7.3020 2.0993 -0.0077
C 6.5923 1.0861 1.5041
H -1.5763 -5.0733 -0.4038
H 0.4438 -7.0963 -4.2752
H 3.7532 3.3715 -0.5817
C -0.3753 -0.1424 -0.7447
H -0.1030 -5.7263 -5.2763
H 1.0230 0.1500 0.8923
C -1.4182 0.0269 0.3750
H 1.9945 0.9905 -1.8369
C 5.9090 2.3463 0.9706
H 6.0723 3.0392 -1.0539
H -6.3219 4.3709 1.0085
C 4.0713 2.3601 -0.8376
C -0.3702 -5.1364 -2.7357
H -5.9307 0.1173 0.6036
H -3.1167 -0.4815 -0.8181
C 1.8149 1.1989 -0.7808
C -3.8604 -1.0009 2.8505
H 5.8624 0.2782 1.5162
C 0.6614 -6.0763 -4.5855
H 1.2347 2.1145 -0.6691
C -6.9725 2.3473 1.0063
C -3.8434 0.4307 0.9574
H -1.1062 0.7934 1.0838
H 6.9664 0.3585 3.5075
C 1.0530 0.0098 -0.1879
H -1.4761 -0.9161 0.9178
O -1.3961 -5.7157 -2.9691
C 5.5586 2.2313 -0.5296

2.
70
Properties=species:S:1:pos:R:3 method="wB97M-V/def2-TZVPD" orbital_gap_ev=6.7719 e_lumo_ev=-3.8280 multiplicity=1 total_charge=+1
H 3.3131 -7.6777 0.2093
C -0.5276 3.8634 -0.8579
H 1.2282 -0.6922 -2.6430
H 0.4155 2.4947 2.5863
H 3.3440 -2.1570 0.6975
S 2.5239 -4.5802 3.3022
H 3.7834 1.3288 2.5841
H -3.8863 8.0557 -1.9673
C 3.3812 -2.8743 3.2844
H 2.4657 -7.4952 -1.3486
S -4.1374 5.8916 -0.9290
C -3.2571 7.4170 -1.3434
O 2.4657 -4.8677 -0.1950
H 0.6527 -3.0968 -0.6036
O 0.3046 1.5266 2.3391
H 2.3914 -0.8075 3.3742
H 1.1590 1.6825 -1.8943
N 0.6341 0.1657 0.0570
C 3.2862 2.3232 2.2203
B 1.0176 1.2259 1.0708
H -0.9073 3.2213 -2.9988
C 2.7600 -1.2238 1.1601
H -6.2527 5.9283 0.1878
H -5.1957 7.2463 0.7549
I -1.5423 -2.4900 1.4556
C -2.6056 -2.6911 -1.6084
C 2.3382 -7.5389 -0.2647
H -2.3504 7.1545 -1.8933
H 3.0142 1.5184 -0.0020
H -2.9824 7.9416 -0.4252
H -0.3467 -1.5914 -2.8117
H 2.6560 2.7923 3.0902
C 2.3034 -1.7467 2.6818
H 4.3897 -2.8988 2.6842
H -0.0811 0.9762 -3.1208
H 3.5444 -2.6129 4.4329
C 0.3242 -1.0879 -1.9700
H 2.1723 3.2257 0.4503
H -2.1443 2.4128 -1.8478
H 0.3857 -6.1150 -1.7294
C 1.5036 -0.9283 0.1611
H 3.5625 -0.3654 1.2308
C 1.1814 -2.1190 -0.9686
H -1.5210 -3.1737 -1.7246
I -2.8378 1.1673 0.8573
H -0.4598 -6.9485 -0.3883
H -2.8724 -2.1673 -2.6372
H -3.6274 -1.4776 -0.0045
H 1.2594 -2.2748 2.6897
C 0.0161 1.4049 -2.0098
C -0.4083 0.1056 -1.0430
O 0.6028 4.5098 -1.1880
H -0.6967 4.3962 1.1395
O -4.6355 5.2962 -2.2127
C -5.5433 6.6991 -0.1237
H 1.6844 -8.3710 0.0038
H -3.3217 -3.6028 -1.3601
O -1.2838 4.2508 0.3407
C -1.9778 -0.1290 -0.7418
S 1.6237 -5.9888 0.3385
H -0.4673 -5.1694 -0.4825
C 2.4030 2.1370 0.8120
H 2.2266 -2.5089 -1.3839
C -2.4953 -1.6217 -0.3658
C 0.1237 -6.0688 -0.6700
H -2.5763 0.2028 -1.7209
H 4.1822 3.0595 1.9379
H -6.0334 7.3811 -0.8221
C -1.0012 2.6765 -1.9381
H 1.3523 -4.5192 4.1055

3.
66
Properties=species:S:1:pos:R:3 method="wB97M-V/def2-TZVPD" orbital_gap_ev=8.4492 e_lumo_ev=0.1076 multiplicity=1 smiles="CC(=O)OCCCCSC(=S)N1CCOCC1.CCOCC.CCOCC"
C 4.2906 -2.5098 -0.3116
C -6.8710 -1.8717 1.0649
H -5.4711 -2.1762 -2.3505
C -3.2792 5.5950 4.6326
C -1.6961 0.0423 -1.8336
H 8.4704 1.7673 -1.9854
H -2.4353 6.1946 4.2890
O 7.5315 -1.4845 -1.9364
C -5.3392 -1.8744 0.9928
C -3.5414 2.0790 3.7404
H -4.2539 1.7505 2.9821
H -7.9148 -1.7540 -1.7953
C 8.1668 -2.0580 -3.0664
H -4.8857 4.4157 3.8018
H 4.7064 -1.9366 0.5185
H 4.7929 -2.1908 -1.2224
O 1.9535 -3.0700 -0.1710
H -2.8983 4.8264 5.3064
S -3.2289 -0.8423 -2.2450
H 0.7667 0.0731 0.5923
N -4.8337 -1.7911 -0.3843
H -1.6244 0.2824 0.2931
H 0.4703 1.1918 -0.7170
H -4.4238 5.8005 2.8252
O -3.2195 4.2306 2.5801
O -7.4756 -1.0419 0.0973
H -1.8545 3.4164 3.9138
C 8.0962 -0.2786 -1.4500
H -3.9494 6.2346 5.2084
H -1.8510 1.1139 -1.9617
H -4.9156 -1.0709 1.5873
H -7.1798 -1.4863 2.0356
C -4.0275 5.0008 3.4513
S -4.2974 0.8320 -0.0195
C 9.6231 -2.4258 -2.8408
H 7.4789 -0.0116 -0.5918
C -1.0828 -0.2702 -0.4725
C -7.0811 -1.3067 -1.2405
C 0.3872 0.1399 -0.4280
H -2.0205 2.6560 2.3374
H -6.8548 -0.3443 -1.7054
C -4.1897 -0.6156 -0.7554
H 10.2452 -1.5486 -2.6591
H 9.7212 -3.0955 -1.9856
C 2.8146 -2.2619 -0.3914
H -4.9880 -2.8215 1.4160
H 4.4648 -3.5642 -0.1186
C -2.5841 3.1038 3.1571
O 2.5492 -0.9756 -0.7235
H 9.1103 -0.4524 -1.0728
H -6.1153 -3.2593 -1.1146
C 1.2773 -0.7094 -1.3342
H -4.1027 2.4719 4.5894
H -2.9803 1.2106 4.0896
H 7.0849 1.0471 -2.8209
C 8.0958 0.8581 -2.4573
H -7.2580 -2.8965 0.9918
H 1.5092 -0.1923 -2.2653
H -1.1810 -1.3393 -0.2661
H 7.5885 -2.9569 -3.2816
H 10.0157 -2.9301 -3.7246
H 0.7855 -1.6532 -1.5728
H -1.0266 -0.2918 -2.6305
H 8.0716 -1.4009 -3.9383
C -5.8693 -2.2205 -1.3359
H 8.7332 0.6465 -3.3165

4.
65
Properties=species:S:1:pos:R:3 method="wB97M-V/def2-TZVPD" orbital_gap_ev="7.0991 / 5.4796" e_lumo_ev="-12.9282 / -16.0936" multiplicity=4 total_charge=+4
H 1.6540 -2.9268 3.5419
P -0.8113 2.9105 -0.4616
H 0.2292 3.7302 -2.5278
O -1.8277 0.9018 1.7867
H 3.4705 1.8495 0.0639
C -2.5454 2.8967 -1.0217
H -0.1887 0.4417 3.8486
H -2.4638 0.2149 -2.8646
H -0.6129 -3.5532 0.6350
C 0.6034 -1.2699 -2.6213
H -1.3773 -2.0572 -2.5953
H 3.0196 -1.9084 -1.7456
C 3.5664 0.9646 -0.5790
H -3.2691 -1.6208 -2.0154
C -0.9269 3.9562 1.0394
H 1.1805 -0.5616 4.4470
C 0.8074 1.1447 -2.8579
H 1.3328 -3.4429 1.8486
C -0.6031 1.2629 -2.8748
H -3.5971 -2.8124 1.5726
C -1.2144 -3.2371 -0.2292
H -2.6947 2.2617 -1.8955
H 3.0699 0.2557 2.4381
C -2.9096 -1.9714 1.7318
C 3.0695 -1.9780 -0.6502
C -3.5218 -1.4795 -0.9594
P -2.0789 -1.6748 0.1487
H -0.4992 -1.1587 4.6017
C 0.8783 1.2885 0.7064
C 3.3652 -0.5829 1.7995
H 3.0584 -1.5277 2.2632
S 0.3215 -1.3548 2.3454
Re -0.1370 0.5910 -0.8838
H 0.0608 4.1259 1.4804
H 1.3052 3.8262 -1.1386
H -1.9873 -3.9839 -0.4599
C 0.1905 -0.5785 3.9789
H -0.5524 -3.1226 -1.0956
C 1.3923 -0.1170 -2.6976
H -3.9245 -0.4658 -0.8127
H 4.0987 -2.2241 -0.3399
H -3.4683 -1.0681 2.0088
H 0.0237 5.0140 -1.3443
H -2.8622 3.9061 -1.2931
H -4.2735 -2.2188 -0.6538
H -1.0868 2.1983 -3.0951
H 2.3727 -2.7571 -0.2941
O 1.1233 1.7173 1.7931
P 2.6014 -0.3906 0.1608
C 0.9104 -2.9892 2.7488
H 4.6149 0.6583 -0.6380
H -3.1941 2.5145 -0.2253
H 1.4286 2.0126 -3.0135
H 1.0472 -2.2550 -2.4864
C -0.7803 -1.1525 -2.6484
C 0.2731 3.9610 -1.4686
H 0.0688 -3.5875 3.0983
H -1.5596 3.4934 1.8037
C -1.3924 0.1007 -2.7842
H 4.4502 -0.5783 1.6390
H -1.3506 4.9407 0.7947
H 2.4757 -0.1660 -2.7018
H 3.2094 1.2266 -1.5793
H -2.1785 -2.2094 2.5156
C -1.3841 0.6164 0.7127

no.,electronic energy (eV)
1,-32603.642
2,-81432.036
3,-53731.864
4,-65217.493